Here is a molecular structure, C20H56AsF6O8 at a distorted geometry from the OMol25 dataset. Energies are from the ωB97M-V functional and the def2-TZVPD basis.

The geometry in XYZ format:
```
91
Properties=species:S:1:pos:R:3:lowdin_charge:R:1
As -0.43 -0.51 -0.15 0.981
F 0.51 0.57 -1.26 -0.284
F -0.98 0.97 0.68 -0.273
F -1.37 -1.51 1.02 -0.275
F 0.03 -1.99 -1.11 -0.277
F 1.01 -0.58 0.89 -0.269
F -1.84 -0.44 -1.29 -0.271
C -4.57 -1.47 -0.03 -0.085
C -5.88 -2.02 0.57 -0.307
O -6.60 -2.72 -0.46 -0.088
H -4.06 -2.25 -0.60 0.066
H -3.92 -1.02 0.72 0.053
H -4.84 -0.75 -0.79 0.073
H -6.44 -1.15 0.91 0.102
H -5.58 -2.65 1.41 0.100
H -7.50 -2.86 -0.15 0.067
C -0.63 -5.02 0.98 -0.086
C -1.44 -4.72 -0.25 -0.321
O -2.15 -5.89 -0.66 -0.090
H -0.10 -4.10 1.22 0.067
H 0.03 -5.88 0.84 0.070
H -1.23 -5.36 1.82 0.069
H -0.78 -4.36 -1.04 0.080
H -2.18 -3.94 -0.06 0.097
H -2.92 -5.69 -1.20 0.074
C 2.17 1.90 3.28 -0.069
C 1.99 3.11 4.24 -0.319
O 1.41 2.65 5.46 -0.086
H 2.61 2.26 2.36 0.062
H 1.20 1.45 3.05 0.065
H 2.83 1.17 3.75 0.069
H 1.44 3.94 3.80 0.102
H 2.97 3.50 4.49 0.098
H 1.49 3.45 5.99 0.072
C 2.62 3.66 -0.96 -0.095
C 1.97 3.59 -2.36 -0.320
O 1.98 2.25 -2.80 -0.070
H 2.06 3.10 -0.21 0.060
H 2.67 4.66 -0.52 0.068
H 3.61 3.22 -1.02 0.052
H 2.63 4.30 -2.85 0.099
H 1.01 4.11 -2.40 0.100
H 1.39 1.81 -2.20 0.022
C -4.06 2.54 -2.35 -0.065
C -3.19 1.96 -3.48 -0.473
C -1.79 2.51 -3.32 -0.071
O -3.25 0.54 -3.27 -0.067
H -4.18 3.62 -2.32 0.068
H -3.71 2.34 -1.34 0.065
H -5.09 2.21 -2.53 0.073
H -3.57 2.16 -4.48 0.130
H -1.50 2.40 -2.28 0.069
H -1.69 3.57 -3.57 0.081
H -1.13 1.86 -3.89 0.087
H -2.58 0.40 -2.59 0.019
C 3.41 -2.09 -2.67 -0.040
C 3.41 -3.63 -2.38 -0.468
C 2.17 -4.22 -1.62 -0.056
O 3.59 -4.35 -3.57 -0.058
H 3.14 -1.53 -1.77 0.057
H 2.58 -1.90 -3.35 0.078
H 4.33 -1.70 -3.10 0.077
H 4.27 -3.84 -1.74 0.123
H 1.27 -4.30 -2.23 0.068
H 1.89 -3.69 -0.71 0.059
H 2.43 -5.22 -1.30 0.071
H 3.08 -3.92 -4.26 0.083
C -3.36 0.89 3.37 -0.044
C -3.43 2.26 2.70 -0.502
C -2.26 3.16 3.05 -0.063
O -3.37 2.26 1.30 -0.061
H -3.39 1.00 4.46 0.075
H -2.37 0.51 3.12 0.071
H -4.06 0.10 3.10 0.069
H -4.37 2.73 3.00 0.130
H -2.36 4.19 2.70 0.082
H -1.35 2.69 2.67 0.066
H -2.08 3.16 4.12 0.072
H -2.54 1.85 1.06 0.034
C 4.58 -0.32 1.68 -0.062
C 5.23 -0.42 0.30 -0.468
C 4.93 0.77 -0.57 -0.065
O 6.65 -0.58 0.50 -0.066
H 4.60 -1.24 2.26 0.082
H 3.54 -0.02 1.53 0.052
H 5.00 0.48 2.30 0.073
H 4.85 -1.37 -0.09 0.124
H 5.30 1.72 -0.19 0.079
H 3.87 0.82 -0.79 0.070
H 5.41 0.64 -1.55 0.083
H 6.96 0.21 0.95 0.073
```

Properties
- Total charge: -1
- Orbital gap: 9.64 eV
- LUMO: 2.42 eV
- Highest occupied orbital energy: -7.2166 eV

***

Here is 4 unconnected molecules or ions with the total composition C20H56BF5N10O8P3S at a distorted geometry from the OMol25 dataset. Energies are from the ωB97M-V functional and the def2-TZVPD basis.

The geometry in XYZ format:
```
104
Properties=species:S:1:pos:R:3:lowdin_charge:R:1
O 1.69 3.49 2.98 -0.003
N 2.64 2.86 2.54 -0.053
O 2.36 2.30 1.35 -0.050
B 1.87 0.90 1.59 -0.813
O 1.08 0.42 0.40 -0.055
S 3.26 -0.29 2.03 0.936
O 4.49 0.42 2.71 -0.384
O 3.82 -0.82 0.65 -0.380
C 2.74 -1.81 2.99 -0.255
F 4.00 -2.62 3.21 -0.014
F 1.77 -2.58 2.17 0.009
C 2.14 -1.52 4.49 -0.150
F 1.02 -0.54 4.54 0.043
F 1.55 -2.83 4.96 -0.006
F 3.19 -1.18 5.50 0.031
H 1.08 1.00 2.47 0.086
H 0.14 0.22 0.74 0.086
O 5.31 -5.62 0.28 -0.290
P 3.95 -6.35 0.31 0.816
N 4.52 -7.65 -0.65 -0.329
C 3.78 -8.37 -1.68 -0.148
C 5.25 -8.64 0.16 -0.152
N 3.26 -5.07 -0.72 -0.302
C 3.05 -5.21 -2.16 -0.162
C 3.94 -3.76 -0.57 -0.157
N 2.38 -7.19 0.35 -0.310
C 1.15 -6.86 -0.37 -0.141
C 2.00 -7.27 1.78 -0.160
H 3.01 -9.03 -1.27 0.075
H 4.46 -9.00 -2.27 0.083
H 3.32 -7.70 -2.40 0.048
H 4.57 -9.17 0.83 0.066
H 6.01 -8.15 0.78 0.070
H 5.77 -9.37 -0.46 0.076
H 3.96 -5.55 -2.68 0.087
H 2.76 -4.25 -2.61 0.085
H 2.22 -5.86 -2.42 0.038
H 4.88 -3.74 -1.14 0.083
H 4.15 -3.52 0.48 0.054
H 3.31 -2.94 -0.95 0.079
H 0.87 -5.81 -0.29 0.092
H 0.30 -7.45 0.00 0.086
H 1.22 -7.17 -1.42 0.058
H 1.79 -6.27 2.18 0.080
H 2.82 -7.70 2.37 0.072
H 1.13 -7.91 1.95 0.076
O -1.31 5.19 -1.02 -0.305
P 0.06 5.92 -1.12 0.827
N -0.14 6.69 0.40 -0.325
C 0.26 8.04 0.76 -0.147
C 0.23 5.79 1.51 -0.145
N -0.60 6.94 -2.42 -0.310
C -1.07 8.31 -2.22 -0.164
C -1.69 6.28 -3.20 -0.171
N 1.62 6.75 -1.24 -0.304
C 1.98 7.91 -2.05 -0.145
C 2.61 5.70 -1.55 -0.147
H 1.34 8.15 0.86 0.078
H -0.18 8.33 1.72 0.085
H -0.10 8.78 0.05 0.045
H 1.31 5.61 1.51 0.063
H -0.27 4.83 1.41 0.075
H -0.06 6.20 2.48 0.084
H -1.80 8.38 -1.39 0.089
H -1.57 8.69 -3.13 0.079
H -0.27 9.03 -2.08 0.040
H -2.64 6.33 -2.65 0.076
H -1.47 5.24 -3.43 0.067
H -1.85 6.78 -4.16 0.070
H 1.69 7.80 -3.10 0.087
H 3.07 8.08 -2.05 0.087
H 1.59 8.83 -1.63 0.058
H 2.44 5.30 -2.56 0.079
H 2.53 4.88 -0.83 0.078
H 3.64 6.07 -1.49 0.080
O -2.79 0.05 0.98 -0.286
P -3.91 -0.37 0.00 0.819
N -4.34 1.26 -0.34 -0.322
C -5.68 1.79 -0.55 -0.144
C -3.46 1.84 -1.36 -0.134
N -4.86 -0.98 1.38 -0.311
C -5.96 -0.24 2.00 -0.162
C -4.01 -1.41 2.53 -0.164
N -5.21 -0.85 -1.12 -0.309
C -6.53 -1.39 -0.80 -0.144
C -4.59 -1.80 -2.07 -0.161
H -6.11 1.49 -1.51 0.075
H -5.67 2.89 -0.54 0.088
H -6.37 1.51 0.25 0.047
H -3.63 1.38 -2.34 0.067
H -2.41 1.69 -1.10 0.077
H -3.60 2.93 -1.46 0.079
H -5.67 0.79 2.27 0.092
H -6.29 -0.74 2.93 0.081
H -6.86 -0.23 1.40 0.040
H -3.67 -0.55 3.12 0.082
H -3.14 -1.99 2.21 0.069
H -4.57 -2.06 3.21 0.072
H -6.50 -2.22 -0.10 0.088
H -7.03 -1.76 -1.71 0.086
H -7.21 -0.61 -0.45 0.059
H -4.31 -2.72 -1.55 0.078
H -3.69 -1.36 -2.50 0.076
H -5.26 -2.04 -2.90 0.077
```

Properties
- Total charge: -1
- Orbital gap: 6.30 eV
- LUMO: 0.31 eV
- Highest occupied orbital energy: -5.9820 eV

***

> Among the records above, which one has the lowest LUMO?

C20H56BF5N10O8P3S

***

> Number 1 is which compound?

C20H56AsF6O8